Record 1
20
Properties=species:S:1:pos:R:3:nbo_charge:R:1 method="wB97M-V/def2-TZVPD" orbital_gap_ev=9.53 smiles="C[C@@H](S)S(=O)(=O)CCN" total_charge=0 de_lowest_kj_mol=309.9 lumo_ev=0.7 energy_ev=-31579.2134
C -0.034 1.953 1.567 -0.67
C 1.277 1.256 1.274 -0.44
S 2.451 0.721 2.577 0.03
S 0.740 -0.643 0.513 2.06
O 1.841 -1.040 -0.338 -0.96
O 0.279 -1.556 1.481 -0.93
C -0.599 -0.255 -0.739 -0.61
C -0.598 -1.426 -1.687 -0.24
N -1.498 -1.306 -2.809 -0.88
H -0.211 2.705 0.654 0.22
H -0.113 2.483 2.514 0.24
H -0.929 1.408 1.659 0.23
H 1.938 1.692 0.568 0.24
H 1.720 0.283 3.480 0.11
H -1.620 -0.148 -0.102 0.22
H -0.413 0.722 -1.160 0.23
H 0.381 -1.589 -1.914 0.23
H -0.807 -2.385 -1.039 0.17
H -1.278 -1.539 -3.765 0.38
H -2.527 -1.335 -2.734 0.38



Record 2
20
Properties=species:S:1:pos:R:3:nbo_charge:R:1 method="wB97M-V/def2-TZVPD" orbital_gap_ev=9.01 smiles="C=C(OC)OC.SNS" total_charge=0 de_lowest_kj_mol=455.3 lumo_ev=0.7 energy_ev=-31577.7065
C -0.226 0.985 -0.811 -0.64
C -0.703 -0.025 -0.099 0.58
O -0.609 -1.261 -0.587 -0.51
C -1.580 -2.247 -0.207 -0.25
O -1.160 0.093 1.231 -0.52
C -1.579 1.389 1.510 -0.25
H 0.143 0.542 -1.773 0.25
H -0.126 2.053 -0.474 0.23
H -1.088 -3.077 -0.531 0.20
H -2.588 -2.081 -0.580 0.18
H -1.647 -2.159 0.897 0.20
H -0.785 1.908 1.866 0.18
H -2.357 1.311 2.262 0.19
H -2.135 1.894 0.704 0.19
S 3.060 -0.727 -1.430 0.17
N 2.485 -0.013 -0.024 -1.01
S 2.909 1.467 0.806 0.19
H 3.631 -1.902 -0.823 0.10
H 1.345 -0.200 -0.127 0.43
H 1.782 2.088 0.344 0.09



Record 3
19
Properties=species:S:1:pos:R:3:lowdin_spin:R:1 method="wB97M-V/def2-TZVPD" orbital_gap_ev="6.07 / 3.44" total_charge=-1 de_lowest_kj_mol=288.3 lumo_ev="3.5 / 1.0" spin_multiplicity=2 energy_ev=-11955.0599
C -0.367 -0.920 0.348 0.00
C -0.440 -0.538 -1.133 0.01
C -1.708 0.143 -1.565 0.00
O -1.675 0.328 -2.893 0.02
N 0.567 0.046 1.130 0.15
C 1.661 -0.675 1.719 0.01
O 1.120 -1.157 2.972 0.77
H -0.072 -1.993 0.408 0.00
H -1.426 -0.807 0.696 0.00
H 0.395 0.053 -1.444 0.00
H -0.127 -1.438 -1.703 0.00
H -2.618 -0.394 -1.230 0.00
H -1.740 1.155 -1.123 0.00
H -0.039 0.425 1.983 0.00
H 2.430 0.123 1.882 0.00
H 2.032 -1.533 1.191 0.01
H -0.125 2.104 -0.962 0.00
H 0.948 1.442 -0.034 0.00
O 0.743 2.389 -0.552 0.01



Record 4
19
Properties=species:S:1:pos:R:3:nbo_charge:R:1 method="wB97M-V/def2-TZVPD" orbital_gap_ev=6.39 total_charge=-2 de_lowest_kj_mol=89.4 lumo_ev=6.8 energy_ev=-11955.6733
C 0.378 0.753 -0.129 -0.22
C -1.062 1.260 0.148 -0.47
C -1.540 1.292 1.656 -0.01
O -1.714 2.544 2.157 -0.99
N 0.425 -0.472 -0.921 -0.71
C 1.821 -0.876 -1.383 0.16
O 1.875 -1.378 -2.614 -0.96
H 0.858 0.585 0.847 0.17
H 0.965 1.597 -0.547 0.13
H -1.021 2.334 -0.035 0.21
H -1.777 0.794 -0.524 0.17
H -2.483 0.681 1.701 0.06
H -0.769 0.734 2.223 0.08
H -0.195 -0.355 -1.714 0.35
H 2.142 -1.601 -0.588 0.04
H 2.407 0.078 -1.262 0.04
H -0.371 -1.933 0.197 0.51
H 0.423 -3.198 0.180 0.46
O -0.362 -2.839 0.608 -1.01